DFT (ωB97M-V/def2-TZVPD) results for a single C4H10N2O molecule in a non-equilibrium geometry.

Geometry as XYZ:
```
17
Properties=species:S:1:pos:R:3:lowdin_charge:R:1
O -2.165 -0.961 1.994 0.010
C -1.260 -0.269 1.577 -0.373
N -1.089 0.032 0.270 0.024
C -0.260 1.119 -0.260 -0.212
C 1.228 0.906 -0.126 -0.199
C 1.731 -0.420 -0.750 -0.286
N 1.427 -0.584 -2.151 0.000
H -0.518 0.123 2.289 0.136
H -1.766 -0.397 -0.338 0.139
H -0.529 1.195 -1.319 0.111
H -0.618 2.075 0.123 0.114
H 1.573 0.924 0.911 0.103
H 1.737 1.739 -0.621 0.108
H 1.202 -1.193 -0.177 0.102
H 2.786 -0.569 -0.547 0.107
H 0.450 -0.481 -2.373 0.053
H 1.998 -0.150 -2.854 0.064
```

Output
energy above the lowest of the compared OMol25 structures with the same formula, charge and spin	27.6	kcal/mol
spin multiplicity	1
net charge	0
gap between HOMO and LUMO	10.02	eV
calculated total energy	-343.15755	hartree